Entry 1:
Entry from OMol25: a single C25H26N4O4 molecule (wB97M-V/def2-TZVPD).

Output
* strongest force on any atom: 0.742 eV/A
* charge: 0
* molecular weight: 446.5 g/mol
* energy relative to the best compared isomer or geometry (same formula, charge and spin): 21.0 kJ/mol
* energy: -1488.3312 hartree
* orbital gap: 7.8 eV

Last column: Löwdin charge in e.
Cartesian coordinates (Å):
C  -10.04954  -0.26844  -1.17829  0.00
C  -8.55243  -0.04427  -1.27409  -0.52
O  -8.02082  0.47960  -2.22435  0.07
N  -7.89466  -0.50146  -0.16762  0.11
C  -6.52680  -0.47508  0.12238  -0.22
C  -6.11124  -1.00706  1.34290  -0.03
C  -4.77743  -1.00861  1.68893  -0.02
C  -3.82380  -0.47891  0.82028  -0.22
N  -2.49180  -0.49538  1.22146  0.14
C  -1.38009  -0.07798  0.57308  -0.37
O  -1.32927  0.38875  -0.54675  0.08
C  -0.15489  -0.33980  1.45760  -0.25
O  -0.29200  -1.10814  2.40719  0.07
C  1.11225  0.27081  1.14815  -0.07
C  2.28062  -0.20821  1.72054  0.01
N  3.34715  0.50152  1.31261  -0.05
C  4.71553  0.24290  1.66876  -0.02
C  5.67772  0.23249  0.46590  -0.46
O  6.64713  0.96850  0.47450  0.05
N  5.39124  -0.58183  -0.56354  -0.04
C  4.38893  -1.62198  -0.61629  -0.14
C  5.06128  -2.99068  -0.76177  -0.17
C  5.95289  -3.01590  -1.99919  -0.21
C  6.96777  -1.87942  -1.91738  -0.17
C  6.24001  -0.54944  -1.74171  -0.14
C  2.90947  1.50982  0.47937  -0.15
C  3.64086  2.51452  -0.13954  0.00
C  2.94571  3.42018  -0.91291  -0.08
C  1.56137  3.32897  -1.05742  -0.08
C  0.83210  2.33512  -0.44004  -0.01
C  1.50577  1.39649  0.33803  -0.09
C  -4.23761  0.05044  -0.39972  0.01
C  -5.57436  0.05266  -0.74503  0.00
H  -10.52332  0.10934  -2.07934  0.08
H  -10.26600  -1.33021  -1.07910  0.08
H  -10.45450  0.25610  -0.31514  0.08
H  -8.46390  -0.91841  0.55637  0.14
H  -6.84114  -1.42157  2.02484  0.11
H  -4.46649  -1.42279  2.63739  0.11
H  -2.28945  -0.93097  2.12020  0.14
H  2.37452  -1.04342  2.39005  0.15
H  4.77367  -0.70938  2.20315  0.14
H  5.08674  1.03315  2.33276  0.14
H  3.76602  -1.61584  0.27395  0.10
H  3.74326  -1.43594  -1.48333  0.14
H  4.29150  -3.76053  -0.82761  0.11
H  5.66669  -3.18766  0.12600  0.12
H  6.46512  -3.97633  -2.07287  0.11
H  5.33757  -2.89247  -2.89329  0.11
H  7.57587  -1.84197  -2.82152  0.11
H  7.63236  -2.03810  -1.06593  0.12
H  6.94952  0.26931  -1.61634  0.12
H  5.60796  -0.34970  -2.61416  0.13
H  4.70896  2.59185  -0.01424  0.11
H  3.48078  4.21581  -1.40904  0.10
H  1.04957  4.05868  -1.66688  0.10
H  -0.23423  2.27320  -0.57321  0.10
H  -3.50510  0.45752  -1.07640  0.10
H  -5.88710  0.46383  -1.68971  0.10

***

Entry 2:
Entry from OMol25: a molecular structure, C25H26N4O5 (wB97M-V/def2-TZVPD).

Output
* strongest force on any atom: 18.284 eV/A
* charge: 0
* molecular weight: 462.5 g/mol
* energy relative to the best compared isomer or geometry (same formula, charge and spin): 2042.8 kJ/mol
* energy: -1562.7319 hartree
* orbital gap: 8.3 eV

Last column: Löwdin charge in e.
Cartesian coordinates (Å):
C  -0.45071  -4.14550  4.64653  0.03
H  -0.98897  -4.92032  4.33799  0.01
O  0.39786  -3.63339  3.41635  -0.13
C  1.40931  -4.51121  3.09213  -0.24
C  1.79337  -5.69120  3.70220  -0.04
C  2.64240  -6.64257  3.13844  -0.16
C  3.30261  -6.20290  2.16141  -0.11
C  3.29736  -4.85408  1.44196  0.08
C  2.28203  -4.10493  2.00418  -0.13
N  1.86210  -2.73780  1.60220  0.11
C  2.42398  -2.22915  0.41191  -0.29
O  3.41387  -2.60068  -0.24787  0.04
C  1.94044  -0.57186  0.53425  -0.17
C  1.29570  -0.00524  1.38841  -0.11
C  0.93247  1.33266  1.25246  0.04
C  0.67534  1.73630  0.05447  -0.33
C  1.23727  1.18115  -0.95515  -0.03
C  1.77939  -0.18611  -0.79142  0.01
H  2.27708  -0.66962  -1.83612  0.19
H  1.17158  1.41675  -2.09739  0.15
N  0.28044  3.04735  -0.30683  0.16
C  -0.46178  3.77802  0.52465  -0.56
O  -0.36446  3.87120  1.64820  0.15
C  -1.21322  4.94357  -0.24792  -0.17
N  -1.61426  4.44417  -1.51178  -0.08
C  -2.15051  5.25165  -2.57971  -0.28
C  -2.33436  4.24576  -3.49228  -0.23
N  -2.60281  2.82319  -3.21236  -0.02
C  -1.71448  1.82691  -3.00851  -0.45
O  -0.78737  2.01732  -3.84926  0.02
C  -1.67911  0.70003  -2.33224  -0.10
C  -0.98738  -0.45688  -2.43230  0.01
C  -1.36187  -1.26045  -1.33024  0.02
C  -2.00273  -0.41375  -0.31489  -0.01
O  -2.26853  0.73477  -0.91115  0.00
H  -2.45523  -0.70069  0.37195  0.01
H  -0.85073  -2.18525  -1.15922  0.10
H  -0.83816  -0.86891  -3.29844  0.09
C  -3.62615  2.92890  -2.04373  -0.12
H  -4.01084  1.80154  -1.74810  0.16
C  -3.19395  3.80382  -0.76898  0.03
H  -3.93007  4.22691  -0.37393  0.01
H  -2.69600  3.00370  0.04745  0.15
H  -4.46779  3.53152  -2.29668  0.08
H  -1.32556  3.93992  -4.27320  0.20
H  -3.21154  4.59712  -4.31609  0.18
H  -3.09335  5.92957  -2.34240  0.16
H  -1.36818  6.00345  -2.68213  0.13
H  -1.60309  5.68454  0.31942  0.08
H  -0.31494  5.57653  -0.69560  0.16
H  0.07466  3.25440  -1.36454  0.18
H  0.46758  1.88529  2.02553  0.11
H  1.39802  -0.19116  2.32387  0.08
H  0.99857  -2.30580  2.16399  0.18
H  3.60501  -4.38798  0.68728  0.00
H  3.99259  -6.81901  1.48261  0.13
H  2.92780  -7.57545  3.47494  0.10
H  1.06461  -6.33185  4.44619  0.16
H  0.22549  -4.39110  5.44459  0.07
H  -1.35974  -3.30809  4.86922  0.16

***

Entry 3:
Entry from OMol25: a single C25H26N4O5S molecule (wB97M-V/def2-TZVPD).

Output
* strongest force on any atom: 1.156 eV/A
* charge: 0
* molecular weight: 494.6 g/mol
* energy relative to the best compared isomer or geometry (same formula, charge and spin): 294.0 kJ/mol
* energy: -1961.6741 hartree
* orbital gap: 8.6 eV

Last column: Löwdin charge in e.
Cartesian coordinates (Å):
C  -1.99375  -3.70078  0.37837  -0.03
C  -0.96048  -3.07820  -0.50770  -0.21
C  -1.29244  -2.81858  -1.83477  -0.05
C  -0.38247  -2.26451  -2.71528  -0.09
C  0.89863  -1.96988  -2.28144  -0.09
C  1.24729  -2.23263  -0.97043  -0.04
C  0.33361  -2.77933  -0.07367  -0.15
C  0.77628  -2.99197  1.35482  -0.11
N  0.72632  -1.74613  2.11991  -0.16
C  1.57557  -0.69002  1.77268  -0.27
C  1.08425  0.60494  1.62015  -0.02
C  1.92383  1.63194  1.23964  -0.02
C  3.27019  1.39125  0.98136  -0.14
C  4.14997  2.44934  0.41330  -0.42
O  5.27064  2.71236  0.79050  0.08
N  3.57592  3.13152  -0.63410  0.06
N  2.37959  2.75887  -1.09266  0.02
C  1.66896  3.43516  -1.89789  -0.09
C  0.34094  2.92337  -2.18319  -0.22
C  -0.69253  3.77133  -2.58420  -0.03
C  -1.98613  3.30449  -2.66150  0.00
C  -2.27827  1.96977  -2.36811  -0.27
O  -3.59845  1.63430  -2.38433  -0.04
C  -3.97467  0.27698  -2.33239  -0.09
C  -3.79463  -0.46581  -0.99784  -0.53
N  -3.36578  0.26523  0.03999  0.21
O  -4.06240  -1.64654  -0.94058  0.05
C  -1.23859  1.09751  -2.04991  0.00
C  0.04801  1.57968  -1.94316  -0.01
C  3.77930  0.11837  1.21366  0.00
C  2.94594  -0.90836  1.61089  -0.02
S  -0.67998  -1.43068  2.96427  0.65
C  -0.05404  -0.55321  4.41456  -0.09
O  -1.59566  -0.57468  2.25306  -0.31
O  -1.19321  -2.69096  3.40454  -0.29
H  -1.81281  -4.77281  0.46774  0.10
H  -1.98833  -3.27190  1.37566  0.05
H  -2.97977  -3.54860  -0.05163  0.07
H  -2.29370  -3.04701  -2.16815  0.11
H  -0.66703  -2.06774  -3.73913  0.11
H  1.62268  -1.54357  -2.95982  0.11
H  2.25086  -2.01219  -0.63728  0.10
H  1.79887  -3.37685  1.37884  0.13
H  0.12872  -3.68994  1.88178  0.11
H  0.03175  0.79348  1.75086  0.10
H  1.51719  2.62462  1.13207  0.12
H  4.08211  3.93204  -1.02111  0.17
H  1.96927  4.40285  -2.31454  0.13
H  -0.48425  4.80930  -2.79966  0.11
H  -2.79941  3.95906  -2.93280  0.12
H  -3.45161  -0.30754  -3.10052  0.14
H  -5.04228  0.26898  -2.57193  0.14
H  -3.12640  1.23434  -0.07944  0.11
H  -3.05972  -0.19138  0.89049  0.08
H  -1.42399  0.05294  -1.85512  0.09
H  0.84567  0.91540  -1.65258  0.10
H  4.83225  -0.06369  1.05944  0.12
H  3.35738  -1.89159  1.77923  0.12
H  0.48096  0.33560  4.10952  0.06
H  -0.91124  -0.29652  5.02457  0.07
H  0.59312  -1.24204  4.94048  0.07